(1)
C5H9ClN6 | wB97M-V/def2-TZVPD

CARTESIAN COORDINATES (ANGSTROEM)
N 3.1720 2.4846 -1.0246
C 2.1044 2.1472 -0.8189
C 0.6765 1.9636 -0.5117
C 0.1735 0.6465 -0.0019
N -1.1550 0.4544 0.1354
C -1.9579 -0.5828 0.1482
N -3.2530 -0.3930 0.2751
N -1.5123 -1.8011 -0.4721
C -0.3427 -2.3802 -0.4615
Cl -0.1864 -3.7783 -1.3856
N 0.9398 -0.1552 0.6552
N 2.2122 0.2715 1.1102
H 0.1173 2.2150 -1.5333
H 0.4972 2.7975 0.2361
H -3.5881 0.5044 0.6599
H -3.9067 -1.2067 0.2538
H -2.1393 -2.2515 -1.0170
H 0.5374 -1.8538 0.0646
H 2.8171 -0.5472 0.9722
H 2.0971 0.4446 2.1732
H 2.6969 1.0204 0.5426

Forces on the atoms, in the same order (eV/Å):
N 1.5 0.0 -0.1
C -1.8 -0.3 -0.1
C -1.4 2.1 -2.2
C 0.3 0.6 1.9
N -0.7 -0.5 -0.5
C 2.5 2.8 -1.9
N -1.5 -1.6 0.8
N 2.1 0.8 2.3
C 0.8 0.2 -0.1
Cl 0.2 0.7 0.6
N -0.1 -1.1 0.4
N 0.8 -0.3 0.8
H 0.9 -0.3 2.3
H -0.5 -0.9 -0.8
H 0.3 -0.7 -0.4
H 0.7 1.2 0.2
H -3.1 -1.8 -2.1
H -1.4 -1.1 -0.5
H 0.2 0.1 0.5
H 0.7 0.0 -2.0
H -0.4 0.0 0.9

The largest force on an atom is 4.158 eV Å⁻¹. As for the spin multiplicity: 1. As for the total energy: -983.91220 hartree. As for the structure (SMILES): N#CCC(/N=C(N)\[NH+]=C\Cl)=N\[NH3+]. Its total charge is +2.



(2)
C4H11BrN2 | wB97M-V/def2-TZVPD

CARTESIAN COORDINATES (ANGSTROEM)
C -0.3717 -0.1464 -0.2815
C 0.6844 0.2714 -0.9088
C 0.7263 0.3755 -2.4035
C -0.7058 -0.2717 2.2278
N 1.9451 0.6755 -0.2567
N -2.1440 -0.1765 2.5037
Br 0.3141 1.1454 2.9882
H -1.3262 -0.4780 -0.6215
H -0.1670 -0.0391 -2.8615
H 1.5877 -0.1625 -2.7977
H 0.7886 1.4238 -2.7003
H -0.2936 -1.2616 2.3886
H 2.6627 -0.0589 -0.3802
H 1.8153 0.8411 0.7541
H 2.3125 1.5342 -0.6991
H -2.3494 -0.3253 3.5108
H -2.5057 0.7618 2.2615
H -2.6703 -0.8913 1.9776

Forces on the atoms, in the same order (eV/Å):
C -0.5 -0.1 2.9
C 0.0 0.0 -0.7
C 0.1 0.1 -0.1
C 1.4 0.6 -2.0
N 0.1 0.0 0.3
N -0.4 0.2 0.1
Br -0.5 -0.6 -0.2
H -0.3 -0.1 -0.3
H 0.0 0.0 0.1
H 0.1 0.0 -0.1
H 0.1 0.1 0.0
H -0.2 0.1 0.1
H -0.2 0.2 0.1
H 0.1 0.0 -0.2
H -0.1 -0.2 0.2
H 0.1 0.0 -0.3
H 0.0 -0.3 0.0
H 0.1 0.2 0.1

The largest force on an atom is 2.958 eV Å⁻¹. As for the spin multiplicity: 1. Its energy above the lowest of the compared OMol25 structures with the same formula, charge and spin is 38.6 kcal/mol. Its total charge is +2.



(3)
H3OS | wB97M-V/def2-TZVPD

CARTESIAN COORDINATES (ANGSTROEM)
S -1.0494 0.3305 0.4143
H -0.8227 -0.6977 -0.4205
H 2.2928 0.1511 -1.3064
H 1.1770 -0.0632 -0.2590
O 1.9448 -0.4975 -0.6889

Forces on the atoms, in the same order (eV/Å):
S 0.2 0.0 -0.1
H -0.2 0.0 0.0
H -0.2 0.1 0.1
H -0.2 0.0 0.0
O 0.4 -0.1 0.0

The largest force on an atom is 0.382 eV Å⁻¹. As for the spin multiplicity: 1. Its energy above the lowest of the compared OMol25 structures with the same formula, charge and spin is 2.3 kcal/mol. Its total charge is -1.



(4)
C2H3BrFNO2 | wB97M-V/def2-TZVPD

CARTESIAN COORDINATES (ANGSTROEM)
C -1.1128 0.5031 -0.0269
C 0.2136 -0.0765 -0.4024
N 0.8024 -1.0956 0.4087
O 0.5440 -0.9770 1.5459
O 1.4674 -1.8831 -0.1442
F 0.4368 -0.2305 -1.7072
Br 2.1616 1.6869 -0.0317
H -1.6501 1.2494 -0.6070
H -1.9293 -0.2704 0.0016
H -0.9337 1.0939 0.9630

Forces on the atoms, in the same order (eV/Å):
C -0.5 0.9 2.4
C 0.3 4.0 -3.4
N -0.4 1.2 -1.0
O -0.6 -0.3 3.6
O 1.8 -2.5 -1.2
F -0.4 -0.3 1.4
Br -2.0 -1.6 -0.2
H 1.2 0.1 -1.1
H 1.1 0.1 0.7
H -0.6 -1.7 -1.4

The largest force on an atom is 5.305 eV Å⁻¹. As for the spin multiplicity: 1. Its energy above the lowest of the compared OMol25 structures with the same formula, charge and spin is 45.5 kcal/mol.



(5)
C22H36N5O3S2 | wB97M-V/def2-TZVPD

CARTESIAN COORDINATES (ANGSTROEM)
C 1.2921 5.8564 2.3516
C 0.4606 5.6094 3.7209
O -0.1648 4.3005 3.6279
C 0.6217 3.2932 4.2147
O 1.8685 3.3785 4.3843
C -0.0812 1.9528 4.7038
C -0.4047 0.9025 3.5468
C 0.8026 0.6266 2.5278
N 0.1975 0.2296 1.2150
C 0.4086 -0.9505 0.6246
N -0.1817 -1.4075 -0.6417
C -0.2302 -2.9102 -0.4058
C 0.4167 -3.2463 1.0386
N 1.2524 -1.9888 1.2143
C 2.6044 -2.2261 0.6274
C 3.3892 -0.9175 0.1545
C 3.7875 -1.0026 -1.4196
S 2.4300 -0.4588 -2.5515
C 1.7656 1.1945 -1.9664
S 2.8861 2.2530 -1.3273
N 0.3289 1.3831 -2.0879
C -0.0860 2.8033 -2.2174
C -0.0018 3.3738 -3.7367
O 0.8495 2.5975 -4.6021
C 0.3875 1.2209 -4.6803
C -0.2537 0.6945 -3.2809
H 1.6965 6.9342 2.3526
H 0.5883 5.7583 1.4525
H 2.1156 5.0791 2.2050
H 1.0954 5.7691 4.6502
H -0.3552 6.4219 3.7183
H -1.0795 2.2567 5.1943
H 0.5598 1.5061 5.5454
H -0.6411 -0.0966 4.0730
H -1.3357 1.1520 2.9357
H 1.4904 1.5324 2.3625
H 1.4563 -0.1820 2.9902
H -0.4376 0.8922 0.7344
H -1.1565 -1.0427 -0.6156
H 0.3028 -3.4790 -1.2450
H -1.3559 -3.1407 -0.2981
H 1.0147 -4.2059 1.1472
H -0.4495 -3.1258 1.7655
H 3.2369 -2.7144 1.4593
H 2.5406 -3.0093 -0.2049
H 2.8962 0.0716 0.4191
H 4.4055 -0.9150 0.7014
H 4.7867 -0.4846 -1.6059
H 3.9563 -2.1224 -1.6357
H 0.3910 3.5107 -1.4534
H -1.2141 2.8279 -1.9657
H 0.2524 4.4951 -3.7535
H -1.0654 3.3050 -4.1863
H 1.2823 0.5943 -5.0003
H -0.3997 1.1157 -5.5081
H -1.3563 1.0344 -3.3248
H -0.2854 -0.4394 -3.2046
N -3.0057 -4.6483 -0.4847
C -3.1036 -4.3823 -1.7981
C -4.1951 -4.7291 -2.5766
C -5.2496 -5.3942 -1.9688
C -5.1748 -5.6843 -0.6144
C -4.0414 -5.2921 0.0781
H -2.2528 -3.8639 -2.2296
H -4.2201 -4.4861 -3.6313
H -6.1212 -5.6838 -2.5449
H -5.9789 -6.2029 -0.1081
H -3.9383 -5.4937 1.1393

Forces on the atoms, in the same order (eV/Å):
C -0.3 0.1 0.3
C 0.7 2.0 -1.9
O 1.4 -1.6 2.1
C 3.0 -0.2 0.4
O -4.4 0.2 -0.7
C -1.2 0.9 0.1
C 0.2 -0.6 0.2
C 0.2 0.7 1.2
N 0.8 -2.1 -0.8
C 0.8 -0.8 -1.3
N 0.0 0.5 4.8
C -1.1 -1.7 -0.2
C -1.2 2.2 -0.9
N -1.0 0.5 -0.2
C 1.5 0.2 0.3
C 1.3 -0.5 -0.4
C 0.5 0.0 1.5
S -0.7 0.4 0.4
C 0.6 -0.3 0.5
S -1.5 -0.7 -0.3
N 2.5 0.1 -1.5
C -1.4 1.6 0.4
C -1.4 0.0 -0.2
O -0.6 -0.5 1.3
C 0.0 -0.6 -0.1
C -1.5 0.2 -1.3
H -0.4 -1.8 0.0
H 0.8 0.2 1.4
H -1.0 1.2 0.4
H -0.8 -0.7 -1.2
H 0.9 -1.7 0.2
H 1.4 -0.5 -0.8
H -0.7 0.7 -1.6
H 0.3 1.5 -0.9
H 1.2 0.1 1.0
H -1.2 -1.2 0.2
H -0.9 0.8 -1.2
H 0.7 -0.5 0.4
H 0.8 -0.2 -0.7
H -1.0 1.0 1.1
H 2.0 -0.3 -0.7
H -0.9 1.4 -0.2
H 1.3 -0.8 -0.6
H -1.1 0.7 -1.2
H 0.0 1.2 0.8
H 0.4 -1.3 -0.4
H -1.6 0.1 -0.7
H -1.6 -0.4 0.1
H -0.4 1.8 -0.1
H -0.2 -1.4 -1.2
H 1.7 -0.1 -0.3
H 0.1 -1.9 0.0
H 1.4 0.2 0.8
H -1.1 0.9 0.6
H 0.9 0.2 1.2
H 1.6 -0.6 0.3
H 0.5 1.5 0.0
N -0.6 -0.1 -0.4
C 0.1 -0.1 0.5
C 0.0 0.0 0.0
C -0.1 0.0 0.0
C 0.0 0.0 -0.1
C 0.5 0.2 0.0
H 0.0 0.0 -0.1
H 0.0 0.0 0.1
H 0.1 0.0 0.0
H 0.1 0.0 0.0
H -0.1 0.0 0.0

The largest force on an atom is 4.847 eV Å⁻¹. As for the spin multiplicity: 1. Its energy above the lowest of the compared OMol25 structures with the same formula, charge and spin is 98.2 kcal/mol. Its total charge is +1.